Entry 1:
21
Properties=species:S:1:pos:R:3:mulliken_spin:R:1 method="wB97M-V/def2-TZVPD" lumo_energy_ev="4.881 / 4.870" de_lowest_kcal_mol=0.00 s_squared=8.786 homo_lumo_gap_ev="4.5 / 4.5" spin_multiplicity=6 charge=-2
Cr -0.33019 0.07893 1.33341 3.956
Cl 0.09812 2.24864 0.72722 0.038
C -1.89978 -1.18602 1.85326 -0.123
H -1.68289 -1.92088 2.66614 0.012
H -2.36448 -1.73619 1.00809 0.012
H -2.65597 -0.46727 2.25110 0.008
Pd 0.32866 0.77503 -1.14796 0.041
C -1.46540 0.42537 -1.98745 -0.008
C 2.31784 0.94732 -1.55223 0.027
C 0.67773 -0.93041 -2.06641 0.886
H 2.90368 0.43367 -0.77345 0.001
H 2.55669 0.60630 -2.55870 -0.027
H 2.45458 2.04104 -1.48267 0.010
H -2.13763 -0.19200 -1.36141 0.007
H -1.84610 1.45456 -2.05392 0.011
H -1.41174 0.01297 -3.00608 -0.019
H -0.12384 -1.56633 -2.48038 0.018
H 1.68640 -1.35285 -2.23682 0.023
S 1.42361 0.03443 5.65940 0.055
C 0.92575 0.14295 4.17284 0.140
N 0.54497 0.15073 3.03602 -0.068


Entry 2:
21
Properties=species:S:1:pos:R:3:mulliken_spin:R:1 method="wB97M-V/def2-TZVPD" lumo_energy_ev="2.925 / 0.253" s_squared=15.822 homo_lumo_gap_ev="4.7 / 4.8" spin_multiplicity=8 charge=-1
Gd 0.47144 -0.80703 -1.08649 6.331
Cl 1.24885 1.52331 -0.42789 -0.015
C -0.66980 -0.04863 -3.03615 0.336
C 2.26925 -0.91437 -2.61081 0.070
H -0.28108 -0.52988 -3.94984 -0.006
H -1.75942 -0.16789 -3.18937 -0.008
H -0.32154 1.00659 -3.15985 0.019
H 2.16530 -1.25349 -3.64867 0.010
H 3.23041 -1.38758 -2.37850 -0.019
H 2.35295 0.20704 -2.72809 0.007
Ga -0.41270 0.04230 2.06415 -0.062
C -1.80771 1.18841 1.31346 -0.014
C -0.14352 -1.78538 1.34962 0.362
H -2.23046 0.83611 0.37054 0.006
H -2.61463 1.28617 2.04110 0.004
H -1.29250 2.13720 1.16955 0.002
H 0.66752 -2.33556 1.91049 -0.015
H -1.03837 -2.44596 1.38204 -0.013
S 0.74594 1.20602 3.55336 0.001
C -0.10712 1.11575 4.96953 0.003
N -0.47285 1.12687 6.09183 0.000


Entry 3:
18
Properties=species:S:1:pos:R:3:lowdin_charge:R:1 method="wB97M-V/def2-TZVPD" lumo_energy_ev=-4.819 de_lowest_kcal_mol=41.90 homo_lumo_gap_ev=10.8 charge=+1
C -0.90622 2.38513 0.61112 -0.087
C -0.25090 1.04255 0.95521 -0.245
C 0.43927 0.50150 -0.17250 -0.388
Cl 1.62703 1.79693 -0.93939 0.686
N 0.46495 -0.69775 -0.72261 -0.162
C 1.19029 -1.13313 -1.78563 -0.056
C -0.43323 -1.67467 -0.05568 0.022
H -0.21241 3.17130 0.65750 0.049
H -1.44530 2.32491 -0.46907 0.154
H -1.64970 2.57525 1.29353 0.051
H 0.38741 1.14820 1.87548 0.173
H -1.02860 0.27628 1.22879 0.123
H 1.81282 -1.93182 -1.55087 0.109
H 1.69320 -0.29255 -2.32404 0.097
H 0.55245 -1.47718 -2.54385 0.110
H -1.57551 -1.53641 -0.31455 0.158
H -0.44113 -1.51516 1.05397 0.113
H -0.23697 -2.63053 -0.49633 0.095


Entry 4:
22
Properties=species:S:1:pos:R:3:lowdin_charge:R:1 method="wB97M-V/def2-TZVPD" lumo_energy_ev=-7.839 de_lowest_kcal_mol=25.48 homo_lumo_gap_ev=10.1 charge=+2
O -0.41965 -2.03135 -3.48379 0.120
C 0.58654 -1.44018 -3.55851 -0.901
Cl 1.57544 -1.13099 -4.81853 0.942
N 1.10423 -0.65121 -2.32685 0.049
N 0.58851 -1.05913 -1.09264 0.109
C 0.24619 -0.34592 -0.05344 -0.224
C -0.62229 -0.95765 0.98382 0.043
N -1.38664 0.15948 1.72411 0.102
C -0.40614 1.13963 2.21837 -0.086
C 0.17404 1.81534 1.04199 -0.128
N 0.56546 0.90801 0.03654 0.155
H 2.06008 -0.52946 -2.44704 0.084
H 0.33736 -1.99034 -0.96930 0.152
H -1.57302 -1.50933 0.54647 0.212
H -0.24257 -1.61195 1.74321 0.154
H -1.95868 0.66533 1.05816 0.191
H -1.94408 -0.28119 2.51311 0.236
H 0.40316 0.66814 2.84841 0.191
H -0.80288 1.93217 2.69183 0.117
H -0.46288 2.49857 0.54071 0.150
H 0.92893 2.44648 1.38648 0.146
H 1.24889 1.30557 -0.58311 0.187


Entry 5:
19
Properties=species:S:1:pos:R:3:lowdin_charge:R:1 method="wB97M-V/def2-TZVPD" lumo_energy_ev="-6.166 / -6.158" de_lowest_kcal_mol=125.16 homo_lumo_gap_ev="9.2 / 9.2" charge=+1
C 1.67195 0.17207 -0.12598 -0.433
C -0.40158 -2.24393 -0.74709 -0.095
C -1.36788 1.48087 0.89635 -0.043
C -0.15964 -1.32565 0.33542 -0.225
C -0.50379 1.11648 -0.27618 -0.178
N 0.41779 0.02263 -0.00841 -0.088
O 2.20781 2.11547 -0.86933 -0.102
Cl 3.03598 -0.70834 0.15298 0.939
H 0.69522 -2.71443 -1.03352 0.132
H -1.04652 -3.22128 -0.47318 0.151
H -0.77143 -1.86561 -1.73965 0.099
H -0.78563 2.14668 1.52100 0.086
H -2.32118 1.96433 0.58687 0.112
H -1.66813 0.59159 1.48861 0.079
H 0.46141 -1.69590 1.10584 0.111
H -1.15733 -1.02912 0.83747 0.143
H 0.31775 1.90971 -0.57580 0.136
H -1.06049 0.85156 -1.12680 0.122
H 2.43568 2.43288 0.05141 0.056


Entry 6:
19
Properties=species:S:1:pos:R:3:lowdin_charge:R:1 method="wB97M-V/def2-TZVPD" lumo_energy_ev=0.867 de_lowest_kcal_mol=31.91 homo_lumo_gap_ev=9.5
C -0.67275 1.22523 -1.43456 -0.106
C 0.40562 0.58379 -0.62416 -0.776
Cl 1.84117 1.53392 -0.48851 0.668
C 0.60765 -0.96211 -0.80426 -0.171
C -0.17545 -1.67279 0.28578 -0.178
C -0.21121 -0.70873 1.51151 -0.358
N -0.31044 0.59276 1.06583 -0.448
P 0.24365 1.72959 2.14551 0.738
H -1.39061 0.41512 -1.34128 0.082
H -0.33638 1.40817 -2.48663 0.104
H -0.99149 2.08126 -0.85865 0.071
H 1.61407 -1.16010 -0.73237 0.068
H 0.23418 -1.21622 -1.82067 0.128
H -1.12052 -2.00640 -0.14831 0.114
H 0.26798 -2.50694 0.56016 0.048
H -1.07634 -1.05644 2.10489 0.117
H 0.91028 -0.93641 1.95137 0.151
H 0.44841 2.86015 1.33685 -0.140
H 1.74107 1.64836 1.97754 -0.112


Entry 7:
20
Properties=species:S:1:pos:R:3:lowdin_charge:R:1 method="wB97M-V/def2-TZVPD" lumo_energy_ev=0.464 de_lowest_kcal_mol=8.30 homo_lumo_gap_ev=10.0
C 0.39314 0.54683 -1.56199 -0.093
C -0.04550 0.89672 1.50208 -0.109
C -0.01148 -1.50661 0.74745 -0.108
C -0.91573 0.28959 -0.81122 -0.270
C -0.68979 -0.15733 0.62346 -0.457
F -4.07477 0.37369 0.90794 -0.097
F -3.01358 -0.05202 3.14370 -0.097
F -3.48258 -1.95185 1.55914 -0.096
Si -2.92770 -0.46742 1.61264 0.410
H 0.94647 1.36490 -1.10839 0.069
H 1.01999 -0.34025 -1.56606 0.069
H 0.17948 0.81535 -2.59400 0.074
H -0.61063 1.82682 1.47211 0.084
H 0.00729 0.55531 2.53355 0.079
H 0.97187 1.09988 1.16580 0.081
H 1.03945 -1.42248 0.46986 0.082
H -0.05254 -1.86953 1.77103 0.079
H -0.48182 -2.24215 0.10113 0.084
H -1.50811 1.20646 -0.81958 0.108
H -1.48061 -0.47579 -1.34410 0.108


Entry 8:
19
Properties=species:S:1:pos:R:3:lowdin_charge:R:1 method="wB97M-V/def2-TZVPD" lumo_energy_ev=0.944 de_lowest_kcal_mol=22.69 homo_lumo_gap_ev=10.2
N -1.11482 1.30239 0.76694 0.037
C -0.22328 0.36251 0.05656 -0.585
C -1.15149 -0.31967 -0.94888 -0.104
F -2.30034 -0.77165 -0.18206 -0.109
C 0.94178 1.08280 -0.60831 -0.112
C 2.11310 0.13746 -0.34272 -0.238
N 1.53859 -1.12347 0.15356 -0.063
C 0.42232 -0.65797 0.94673 -0.214
H -2.11499 0.89866 0.84806 0.102
H -0.75738 1.28790 1.82150 0.117
H -1.49449 0.45892 -1.79652 0.160
H -0.68058 -1.18311 -1.47034 0.128
H 1.09259 2.03699 -0.07169 0.120
H 0.74889 1.22358 -1.71663 0.130
H 2.73745 -0.06076 -1.26916 0.119
H 2.85779 0.54076 0.38047 0.110
H 2.31318 -1.59509 0.74978 0.151
H 0.64960 -0.06732 1.91299 0.138
H -0.22998 -1.47892 1.18621 0.115


Entry 9:
20
Properties=species:S:1:pos:R:3:lowdin_charge:R:1 method="wB97M-V/def2-TZVPD" lumo_energy_ev=0.801 de_lowest_kcal_mol=0.00 homo_lumo_gap_ev=10.1
C -3.46054 0.40501 -0.46878 -0.020
C -2.18766 -0.07435 -0.32805 -0.228
C -0.80439 0.25790 -1.01243 -0.146
Si 1.42697 -0.20849 -0.60431 0.368
F 2.08830 -0.28178 -2.05446 -0.069
O 1.71051 -1.64630 0.04315 -0.188
C 1.31617 -2.11433 1.30529 -0.124
O 2.08866 0.92914 0.32001 -0.193
C 2.05927 2.32668 0.23783 -0.125
H -3.69162 1.23971 -1.11328 0.042
H -4.26668 -0.05841 0.06569 0.036
H -2.09552 -0.92895 0.33908 0.063
H -0.87246 -0.22538 -1.99286 0.036
H -0.78030 1.33168 -1.21182 0.028
H 1.27439 -1.30582 2.03684 0.084
H 2.04091 -2.86030 1.63328 0.088
H 0.32997 -2.57755 1.23229 0.085
H 2.34072 2.66618 -0.76063 0.089
H 2.77024 2.71435 0.96824 0.088
H 1.05899 2.69743 0.47372 0.086


Entry 10:
21
Properties=species:S:1:pos:R:3:lowdin_charge:R:1 method="wB97M-V/def2-TZVPD" lumo_energy_ev=3.505 homo_lumo_gap_ev=5.1 charge=-1
O -4.15133 -0.31638 -2.61138 -0.423
C -3.88782 0.33063 -1.52129 -0.381
C -2.62061 0.61554 -1.08704 -0.249
O -1.58294 0.33078 -1.97229 -0.336
C -0.89252 1.45353 -2.51038 -0.207
C -0.49746 1.13938 -3.93046 -0.264
O -1.67066 0.80342 -4.64726 -0.422
C -1.46929 0.72347 -6.04542 -0.160
Hg -2.52787 -1.13066 -3.59448 0.622
H -4.71844 0.58849 -0.84241 0.092
H -2.19082 -1.21316 0.50572 0.051
H 0.00377 1.67358 -1.91059 0.121
H -1.55423 2.33137 -2.49198 0.125
H 0.21323 0.29403 -3.96644 0.113
H -0.01167 2.02111 -4.37784 0.120
H -2.35807 0.25382 -6.48170 0.070
H -1.33780 1.73157 -6.46812 0.079
H -0.58485 0.10822 -6.28074 0.081
H -2.40950 1.28312 -0.24749 0.090
O -2.02645 -1.96291 1.20331 -0.133
H -2.84158 -2.47129 1.23076 0.010